[1]
DFT (wB97M-V/def2-TZVPD) results for C7H16ClILaN2O3P as an isolated structure in a non-equilibrium geometry.

Each line ends with the Löwdin charge.
CARTESIAN COORDINATES (ANGSTROEM)
C1 -3.86 2.90 -4.91  -0.018
C2 -3.62 1.80 -3.87  -0.536
H1 -4.70 2.57 -5.54  0.115
H2 -2.97 3.05 -5.54  0.105
H3 -4.12 3.85 -4.42  0.105
O1 -4.23 0.77 -3.78  0.066
I1 -1.94 1.84 -2.12  0.564
La1 -0.73 0.58 0.82  1.318
P1 1.42 -0.94 -0.33  0.638
C3 1.84 -2.69 -0.45  -0.276
C4 1.09 -0.65 -2.12  -0.289
H4 3.14 0.78 -0.40  0.029
H5 3.68 -0.77 -1.14  0.065
H6 3.60 -0.59 0.64  0.060
C5 3.13 -0.31 -0.30  -0.258
H7 0.96 0.42 -2.33  0.012
H8 1.98 -1.05 -2.62  0.063
H9 2.59 -2.83 -1.23  0.070
H10 0.95 -3.29 -0.68  0.052
H11 0.18 -1.18 -2.44  0.051
H12 2.24 -3.03 0.51  0.058
C6 -0.80 -2.19 1.40  -0.061
O2 -0.47 -3.05 2.11  0.103
Cl1 0.86 2.53 0.37  -0.156
N1 -0.49 1.16 5.15  0.224
C7 -0.03 0.26 4.28  -0.555
N2 0.53 -0.81 4.83  0.224
O3 -0.14 0.42 3.01  -0.316
H13 -0.50 0.92 6.12  0.138
H14 -0.92 2.02 4.84  0.139
H15 0.88 -1.59 4.29  0.127
H16 0.45 -0.91 5.83  0.139

Summary:
* orbital gap: 8.208 eV
* molar mass: 508.45 u
* net charge: +2
* electronic energy: -1741.976284 Ha
* energy relative to the best compared isomer or geometry (same formula, charge and spin): 0.0 kJ/mol

[2]
DFT (wB97M-V/def2-TZVPD) results for C7H16ClIN2O2PSTi as an isolated structure in a non-equilibrium geometry.

Each line ends with the natural charge from an NBO analysis.
CARTESIAN COORDINATES (ANGSTROEM)
C1 -3.46 2.57 -4.45  -0.749
C2 -3.38 1.36 -3.58  0.563
H1 -4.29 2.38 -5.17  0.292
H2 -2.53 2.73 -5.01  0.282
H3 -3.67 3.49 -3.88  0.276
O1 -3.96 0.30 -3.71  -0.420
I1 -2.09 1.41 -1.76  0.051
Ti1 -0.31 0.58 0.60  0.862
P1 1.41 -0.76 -0.45  0.833
C3 1.75 -2.55 -0.23  -0.907
C4 1.05 -0.57 -2.21  -0.944
H4 3.21 0.90 -0.36  0.263
H5 3.65 -0.63 -1.21  0.265
H6 3.61 -0.56 0.59  0.266
C5 3.15 -0.19 -0.34  -0.909
H7 0.80 0.47 -2.44  0.267
H8 1.97 -0.88 -2.75  0.269
H9 2.48 -2.84 -0.99  0.272
H10 0.83 -3.13 -0.36  0.255
H11 0.20 -1.20 -2.50  0.269
H12 2.17 -2.71 0.77  0.260
C6 -1.38 -1.07 0.96  0.451
O2 -1.72 -2.12 1.41  -0.339
Cl1 -0.65 2.87 0.56  -0.330
N1 -0.01 -1.17 4.61  -0.733
C7 0.32 0.06 4.19  0.441
N2 0.11 1.09 5.01  -0.717
S1 1.00 0.40 2.53  -0.154
H13 -0.29 -1.30 5.59  0.440
H14 0.00 -1.94 3.95  0.443
H15 0.38 2.03 4.73  0.450
H16 -0.36 0.97 5.91  0.437

Summary:
* orbital gap (alpha / beta): 5.932 / 6.169 eV
* molar mass: 433.48 u
* net charge: +2
* electronic energy: -2882.680837 Ha
* <S²>: 0.76
* 2S+1: 2
* energy relative to the best compared isomer or geometry (same formula, charge and spin): 169.8 kJ/mol

[3]
DFT (wB97M-V/def2-TZVPD) results for a 3-piece molecular cluster, C7H16INO3S overall in a non-equilibrium geometry.

Each line ends with the natural charge from an NBO analysis.
CARTESIAN COORDINATES (ANGSTROEM)
C1 1.46 -1.80 1.91  -0.728
C2 0.31 -2.72 1.57  0.707
O1 -0.60 -2.90 2.39  -0.469
N1 0.38 -3.50 0.35  -0.646
H1 0.54 -2.93 -0.48  0.476
H2 1.16 -4.16 0.41  0.446
C3 -0.83 -4.30 0.09  -0.450
H3 1.78 -2.00 2.84  0.246
H4 1.13 -0.68 1.85  0.318
H5 2.24 -1.87 1.29  0.224
H6 -0.81 -5.38 0.68  0.221
H7 -1.05 -4.74 -0.86  0.262
H8 -1.74 -3.81 0.15  0.252
I1 0.40 -1.56 -2.54  -0.842
C4 -1.07 3.68 -1.29  -0.369
C5 -0.38 2.39 -1.79  -0.419
C6 0.81 2.17 -1.10  -0.700
S1 0.35 2.46 0.61  2.202
O2 1.30 3.38 1.18  -0.958
O3 -0.02 1.25 1.23  -0.961
C7 -1.07 3.42 0.23  -0.702
H9 -2.01 3.72 -1.54  0.207
H10 -0.54 4.60 -1.38  0.201
H11 -0.07 2.54 -2.75  0.224
H12 -1.31 1.69 -1.78  0.229
H13 1.62 2.76 -1.48  0.251
H14 0.97 0.96 -1.13  0.295
H15 -1.10 4.43 0.63  0.250
H16 -1.85 2.91 0.70  0.234

Summary:
* orbital gap: 7.312 eV
* molar mass: 321.18 u
* electronic energy: -1252.541846 Ha
* energy relative to the best compared isomer or geometry (same formula, charge and spin): 0.0 kJ/mol

[4]
DFT (wB97M-V/def2-TZVPD) results for C7H16MnN4OS5 as an isolated structure in a non-equilibrium geometry.

Each line ends with the natural charge from an NBO analysis.
CARTESIAN COORDINATES (ANGSTROEM)
Mn1 -0.29 0.27 -0.01  0.691
S1 -1.92 -1.33 -0.03  -0.033
S2 -3.62 -0.87 0.88  0.318
S3 -3.14 0.73 2.13  0.330
S4 -1.38 1.40 1.49  0.000
C1 4.13 -2.01 2.35  -0.681
C2 3.86 -0.69 1.76  0.369
N1 4.71 0.24 1.49  -0.196
N2 4.03 1.25 0.93  -0.325
C3 2.73 0.97 0.82  0.245
S5 1.48 1.90 0.16  -0.120
N3 2.59 -0.28 1.35  -0.232
N4 1.36 -0.94 1.44  -0.617
H1 5.19 -2.11 2.54  0.293
H2 3.82 -2.81 1.67  0.240
H3 3.60 -2.14 3.30  0.253
H4 4.51 2.10 0.65  0.462
H5 1.51 -1.94 1.29  0.414
H6 0.98 -0.82 2.39  0.409
C4 -0.83 1.57 -2.62  -0.626
C5 0.31 0.60 -2.87  -0.075
O1 0.32 -0.36 -1.80  -0.621
C6 0.80 -1.67 -2.12  -0.054
C7 2.32 -1.69 -2.18  -0.638
H7 -0.80 2.38 -3.34  0.276
H8 -0.75 2.02 -1.61  0.187
H9 -1.79 1.06 -2.73  0.230
H10 1.28 1.12 -2.88  0.210
H11 0.17 0.08 -3.82  0.219
H12 0.36 -1.99 -3.07  0.218
H13 0.41 -2.32 -1.32  0.177
H14 2.68 -1.17 -3.06  0.239
H15 2.68 -2.71 -2.22  0.249
H16 2.73 -1.20 -1.30  0.190

Summary:
* orbital gap (alpha / beta): 5.458 / 5.523 eV
* molar mass: 387.50 u
* net charge: +2
* electronic energy: -3711.889073 Ha
* <S²>: 1.12
* 2S+1: 2